1.
This record from OMol25 describes C8H7N as an isolated structure at a distorted geometry. The level of theory is ωB97M-V/def2-TZVPD.

Geometry as XYZ:
```
16
Properties=species:S:1:pos:R:3:mulliken_charge:R:1
C 2.631 0.666 -0.110 -0.32
C 1.206 0.642 0.194 1.05
C 1.428 -0.896 -0.029 0.40
C -0.157 0.891 -0.695 -0.93
C 0.192 -1.404 -0.012 -1.08
C 0.026 0.839 1.031 -1.00
C -0.714 -0.196 0.336 1.38
C -2.204 -0.298 0.455 -1.40
N 2.845 -0.638 -0.081 -0.58
H 3.335 1.517 -0.212 0.35
H -0.656 1.790 -0.578 0.35
H 0.033 0.556 -1.627 0.45
H -0.154 -2.452 -0.188 0.36
H -2.913 -0.313 -0.465 0.23
H -2.461 0.585 1.092 0.37
H -2.441 -1.290 0.888 0.37
```

The value obtained for the relative energy (zero: lowest compared OMol25 entry of this formula, charge and spin) is 180.8 kcal/mol. Its lowest unoccupied orbital energy is 0.1 eV. For the HOMO energy, the calculation gives -8.183 eV. The value obtained for the gap between HOMO and LUMO is 8.27 eV.

***

2.
This record from OMol25 describes a 10-piece molecular cluster, C27H73NO19 overall at a distorted geometry. The level of theory is ωB97M-V/def2-TZVPD.

Geometry as XYZ:
```
120
Properties=species:S:1:pos:R:3:mulliken_spin:R:1
C -0.970 5.132 0.928 0.09
C -0.802 4.186 2.146 -0.03
C -1.782 4.613 3.243 0.01
C -3.183 4.252 3.031 -0.01
C -3.288 2.755 2.993 0.00
C -2.311 2.010 1.918 -0.01
N -1.004 2.725 1.873 0.70
O -0.137 2.270 0.907 0.07
C -2.082 0.598 2.381 0.05
C -2.967 2.217 0.560 0.09
C 0.565 4.566 2.706 0.04
H -0.028 4.988 0.400 0.00
H -1.222 6.123 1.305 0.00
H -1.846 4.956 0.303 -0.01
H -1.471 4.284 4.235 0.00
H -1.651 5.694 3.293 0.00
H -3.538 4.742 2.124 0.00
H -3.803 4.684 3.817 0.00
H -4.325 2.473 2.814 0.00
H -3.036 2.259 3.930 0.00
H -1.410 0.112 1.674 -0.01
H -1.739 0.470 3.407 0.00
H -2.920 -0.096 2.308 0.00
H -2.995 3.253 0.220 0.00
H -2.496 1.622 -0.223 0.00
H -4.013 1.911 0.598 0.00
H 1.364 4.506 1.967 0.00
H 0.932 3.869 3.460 -0.01
H 0.517 5.579 3.105 0.00
H 0.510 1.817 1.451 0.03
C -1.514 -1.285 -5.490 0.00
C -0.790 -2.429 -4.841 0.00
O 0.611 -1.964 -4.787 0.00
O -1.070 -1.279 -6.826 0.00
H -1.563 -0.353 -4.928 0.00
H -2.505 -1.740 -5.485 0.00
H -0.774 -3.282 -5.519 0.00
H -1.217 -2.793 -3.907 0.00
H 0.567 -1.410 -4.005 0.00
H -0.310 -0.693 -6.823 0.00
C 1.978 -2.807 4.351 0.00
C 0.679 -2.711 3.712 0.00
O 0.288 -1.434 3.164 0.00
O 2.416 -1.713 5.006 0.00
H 2.541 -2.899 3.422 0.00
H 2.032 -3.597 5.100 0.00
H -0.179 -2.893 4.359 0.00
H 0.518 -3.343 2.838 0.00
H 0.810 -0.813 3.676 0.00
H 3.143 -2.039 5.543 0.00
C 1.189 -0.594 -0.277 -0.01
C 0.099 -0.618 -1.265 0.00
O 0.462 -0.280 -2.553 0.00
O 1.288 -1.801 0.451 0.00
H 0.893 0.185 0.426 0.01
H 2.201 -0.407 -0.635 0.00
H -0.824 -0.135 -0.944 0.00
H -0.290 -1.612 -1.487 0.00
H 0.208 0.646 -2.573 0.00
H 0.852 -1.585 1.278 0.00
C -3.727 -0.412 -3.035 0.00
C -5.188 -0.939 -2.799 0.00
O -5.475 -1.449 -1.488 0.00
O -2.702 -1.366 -2.766 0.00
H -3.581 0.386 -2.308 0.00
H -3.624 -0.052 -4.059 0.00
H -5.376 -1.805 -3.434 0.00
H -5.788 -0.143 -3.241 0.00
H -5.097 -2.328 -1.414 0.00
H -2.928 -1.775 -1.928 0.00
C 0.224 4.066 -3.178 0.00
C -0.806 5.110 -3.136 0.00
O -0.328 6.354 -2.762 0.00
O 0.557 3.455 -1.852 0.00
H 1.054 4.402 -3.800 0.00
H -0.118 3.230 -3.789 0.00
H -1.730 4.752 -2.682 0.00
H -1.104 5.374 -4.151 0.00
H -0.956 7.078 -2.820 0.00
H 0.819 4.227 -1.347 0.00
C 3.095 1.107 4.009 0.00
C 3.684 1.671 2.704 0.00
O 3.040 1.126 1.610 0.00
O 3.236 1.994 5.074 0.00
H 3.650 0.196 4.234 0.00
H 2.099 0.671 3.920 0.00
H 4.754 1.674 2.495 0.00
H 3.374 2.692 2.481 0.00
H 3.352 1.514 0.789 0.00
H 2.812 1.523 5.795 0.00
C -3.058 -4.286 -0.328 0.00
C -1.893 -3.654 0.427 0.00
O -0.706 -3.992 -0.203 0.00
O -3.373 -3.664 -1.547 0.00
H -3.893 -4.259 0.372 0.00
H -2.888 -5.344 -0.529 0.00
H -1.944 -3.980 1.465 0.00
H -2.019 -2.578 0.546 0.00
H -0.032 -3.317 -0.095 0.00
H -2.698 -3.880 -2.194 0.00
C 5.209 -2.234 0.944 0.00
C 4.792 -1.702 -0.438 0.00
O 5.294 -0.450 -0.848 0.00
O 6.635 -2.490 0.886 0.00
H 4.673 -3.166 1.123 0.00
H 4.888 -1.575 1.751 0.00
H 3.707 -1.714 -0.339 0.00
H 5.099 -2.480 -1.136 0.00
H 4.912 -0.171 -1.683 0.00
H 7.003 -1.608 0.978 0.00
C 2.475 -3.955 -2.039 0.00
C 1.798 -5.233 -2.632 0.00
O 2.417 -6.442 -2.271 0.00
O 2.265 -4.061 -0.591 0.00
H 2.108 -3.027 -2.478 0.00
H 3.534 -4.054 -2.276 0.00
H 1.827 -5.146 -3.718 0.00
H 0.733 -5.342 -2.426 0.00
H 3.060 -6.181 -1.608 0.00
H 2.243 -3.240 -0.096 0.00
```

The value obtained for the relative energy (zero: lowest compared OMol25 entry of this formula, charge and spin) is 33.4 kcal/mol. Its expectation value of S² is 0.75. As for the total charge: +1. As for the spin multiplicity: 2. Its lowest unoccupied orbital energy (alpha / beta) is -2.4 / -6.7 eV. For the HOMO energy (alpha / beta), the calculation gives -10.985 / -10.985 eV. The value obtained for the gap between HOMO and LUMO (alpha / beta) is 8.61 / 4.31 eV.

***

3.
This record from OMol25 describes a 2-piece molecular cluster, C2H4FNO3 overall at a distorted geometry. The level of theory is ωB97M-V/def2-TZVPD.

Geometry as XYZ:
```
11
Properties=species:S:1:pos:R:3:mulliken_charge:R:1
C 0.135 0.536 0.535 -0.20
C -1.178 0.338 -0.124 -0.06
N -2.401 -0.340 0.343 0.91
O -2.246 -1.168 1.181 -0.52
O -3.427 0.000 -0.223 -0.52
O 1.150 0.582 -0.430 -0.41
F -1.510 1.348 -0.988 -0.23
H 0.167 1.391 1.164 0.36
H 0.336 -0.319 1.275 0.23
H -0.635 -1.325 -1.068 0.16
H 0.876 -0.294 -0.909 0.29
```

The value obtained for the relative energy (zero: lowest compared OMol25 entry of this formula, charge and spin) is 109.9 kcal/mol. Its lowest unoccupied orbital energy is -2.1 eV. For the HOMO energy, the calculation gives -10.880 eV. The value obtained for the gap between HOMO and LUMO is 8.78 eV.

***

4.
This record from OMol25 describes C41H54ClIrNO4PSi as an isolated structure. The level of theory is ωB97M-V/def2-TZVPD.

Geometry as XYZ:
```
104
Properties=species:S:1:pos:R:3:mulliken_spin:R:1
Ir -0.256 0.518 0.462 2.05
Cl -0.867 7.976 -0.884 0.00
C -0.537 6.370 -0.304 0.01
C 0.789 5.998 -0.027 0.00
C 1.078 4.741 0.425 0.01
C 0.058 3.763 0.618 0.02
O 0.387 2.595 1.021 0.27
C -1.279 4.174 0.350 0.00
C -2.394 3.295 0.556 0.00
O -2.355 2.140 0.981 0.08
C -1.551 5.475 -0.116 0.00
H 1.582 6.716 -0.187 0.00
H 2.100 4.438 0.603 0.00
H -3.380 3.727 0.307 0.00
H -2.575 5.756 -0.326 0.00
C -2.058 -0.472 -0.010 0.47
Si -1.940 -2.244 -0.532 -0.04
C -0.469 -2.948 0.426 0.01
N 0.696 -2.059 0.365 0.22
C 1.451 -2.167 -0.903 0.00
C 2.720 -3.026 -0.799 0.01
C 2.522 -4.207 0.141 0.00
C 2.168 -3.701 1.549 0.01
C 1.592 -2.279 1.500 -0.04
C -3.460 -3.219 0.014 0.02
C -3.761 -3.331 1.373 0.00
C -4.883 -4.013 1.812 0.00
C -5.737 -4.601 0.891 0.00
C -5.458 -4.503 -0.462 0.00
C -4.330 -3.819 -0.892 0.00
C -1.766 -2.455 -2.390 -0.01
C -1.335 -3.665 -2.937 0.00
C -1.251 -3.847 -4.308 0.00
C -1.606 -2.815 -5.164 0.00
C -2.042 -1.608 -4.643 0.00
C -2.120 -1.435 -3.269 0.01
H -2.564 -0.449 0.965 0.00
H -2.672 0.152 -0.664 0.05
H -0.233 -3.977 0.127 0.00
H -0.787 -3.007 1.471 0.00
H 1.719 -1.160 -1.227 -0.02
H 0.783 -2.588 -1.653 0.00
H 3.553 -2.416 -0.439 0.00
H 2.999 -3.362 -1.799 0.00
H 3.420 -4.828 0.172 0.00
H 1.724 -4.846 -0.245 0.00
H 3.058 -3.686 2.181 0.00
H 1.460 -4.381 2.028 0.00
H 2.400 -1.555 1.410 0.01
H 1.052 -2.038 2.415 0.01
H -3.109 -2.873 2.107 0.00
H -5.094 -4.087 2.871 0.00
H -6.615 -5.134 1.228 0.00
H -6.120 -4.959 -1.186 0.00
H -4.125 -3.752 -1.953 0.00
H -1.058 -4.483 -2.282 0.00
H -0.910 -4.793 -4.710 0.00
H -1.541 -2.952 -6.236 0.00
H -2.317 -0.799 -5.306 0.00
H -2.447 -0.481 -2.878 0.00
C -2.771 0.730 3.762 0.00
P -0.980 0.910 3.809 0.01
C -0.436 0.270 5.407 0.01
C -0.628 2.673 3.827 -0.01
O -0.294 0.141 2.708 0.17
H -3.230 1.285 4.578 0.00
H -3.033 -0.324 3.853 0.00
H -3.135 1.111 2.808 0.00
H -0.971 0.751 6.224 0.00
H 0.632 0.453 5.518 0.00
H -0.611 -0.803 5.441 0.00
H -0.963 3.109 4.768 0.00
H -1.129 3.157 2.993 0.00
H 0.444 2.816 3.710 0.00
C 2.975 1.193 2.146 0.00
C 3.994 1.490 1.052 -0.02
C 4.887 0.272 0.791 0.01
C 3.497 2.063 -0.265 0.04
C 4.347 2.992 -0.865 -0.02
C 4.070 3.562 -2.092 0.03
C 2.911 3.181 -2.747 -0.02
C 2.036 2.251 -2.202 0.01
C 0.806 1.885 -3.012 0.00
C 0.687 0.397 -3.340 -0.02
C -0.492 2.419 -2.414 0.14
C 2.331 1.681 -0.950 -0.05
O 1.517 0.738 -0.466 0.39
H 3.508 0.833 3.030 0.00
H 2.255 0.433 1.858 0.06
H 2.411 2.085 2.414 0.01
H 4.642 2.273 1.464 0.00
H 4.290 -0.583 0.477 0.00
H 5.426 -0.011 1.697 0.00
H 5.614 0.477 0.006 0.00
H 5.252 3.274 -0.340 0.00
H 4.746 4.280 -2.534 0.00
H 2.677 3.611 -3.713 0.00
H 0.936 2.407 -3.967 0.00
H 0.405 -0.187 -2.462 0.03
H 1.628 0.001 -3.723 0.00
H -0.080 0.240 -4.100 0.00
H -0.769 1.866 -1.510 0.08
H -1.308 2.312 -3.129 0.00
H -0.401 3.473 -2.149 0.00
```

The value obtained for the relative energy (zero: lowest compared OMol25 entry of this formula, charge and spin) is 2.0 kcal/mol. Its expectation value of S² is 6.01. As for the spin multiplicity: 5. Its lowest unoccupied orbital energy (alpha / beta) is 0.3 / -1.0 eV. For the HOMO energy (alpha / beta), the calculation gives -7.134 / -7.530 eV. The value obtained for the gap between HOMO and LUMO (alpha / beta) is 7.42 / 6.49 eV.

***

5.
This record from OMol25 describes C16H24KO12 as an isolated structure at a distorted geometry. The level of theory is ωB97M-V/def2-TZVPD.

Geometry as XYZ:
```
53
Properties=species:S:1:pos:R:3:mulliken_charge:R:1
K 1.056 -1.839 -0.090 1.09
C -3.401 1.991 -3.556 -1.38
C -2.417 0.990 -4.074 0.55
C -1.133 1.530 -4.645 -0.47
O -0.129 0.768 -3.884 -0.33
C -0.699 0.056 -2.885 0.52
O -0.260 -0.724 -1.988 -0.52
O -2.057 0.237 -2.986 -0.20
H -2.956 2.691 -2.849 0.25
H -4.296 1.542 -3.125 0.31
H -3.737 2.737 -4.275 0.43
H -2.832 0.480 -4.944 0.23
H -0.999 2.609 -4.562 0.22
H -1.091 1.292 -5.707 0.36
C -5.173 -2.156 2.036 -1.37
C -4.247 -2.074 0.858 0.37
C -4.248 -0.796 -0.065 -0.36
O -2.861 -0.470 -0.006 -0.18
C -2.246 -1.132 1.064 0.57
O -1.109 -0.946 1.494 -0.64
O -2.991 -2.131 1.458 -0.31
H -5.202 -3.068 2.633 0.36
H -6.192 -2.090 1.653 0.37
H -4.986 -1.295 2.677 0.33
H -4.283 -3.022 0.320 0.32
H -4.916 0.039 0.149 0.30
H -4.479 -1.070 -1.094 0.24
C 4.955 -4.212 4.333 -1.31
C 4.828 -2.685 4.395 0.40
C 5.877 -1.989 3.463 -0.49
O 5.120 -1.143 2.705 -0.30
C 3.841 -1.523 2.700 0.55
O 3.023 -1.148 1.883 -0.51
O 3.602 -2.282 3.764 -0.33
H 5.844 -4.469 4.909 0.38
H 5.105 -4.569 3.314 0.33
H 4.006 -4.567 4.734 0.34
H 4.989 -2.376 5.428 0.33
H 6.498 -2.713 2.935 0.27
H 6.536 -1.398 4.098 0.32
C 0.663 4.253 0.120 -1.62
C 0.424 3.130 -0.934 0.70
C 1.306 3.292 -2.123 -0.18
O 2.217 2.220 -2.009 -0.34
C 1.853 1.479 -0.990 0.62
O 2.454 0.483 -0.679 -0.63
O 0.802 1.918 -0.403 -0.22
H 1.716 4.481 0.287 0.38
H 0.193 3.889 1.034 0.37
H 0.177 5.155 -0.251 0.43
H -0.658 3.111 -1.060 0.15
H 1.814 4.251 -2.232 0.38
H 0.698 3.259 -3.027 -0.06
```

The value obtained for the relative energy (zero: lowest compared OMol25 entry of this formula, charge and spin) is 10.8 kcal/mol. As for the total charge: +1. Its lowest unoccupied orbital energy is -2.1 eV. For the HOMO energy, the calculation gives -13.121 eV. The value obtained for the gap between HOMO and LUMO is 11.07 eV.